1.
The following is a quantum chemistry calculation of a structure of composition C4H3NO2 in a non-equilibrium geometry, from the OMol25 dataset.

Geometry (Å):
O  2.284  -1.723  0.860
C  1.438  -1.585  0.040
C  0.494  0.151  -0.156
N  1.081  -0.354  -1.086
O  -1.840  0.832  -1.332
C  -1.583  1.184  -0.201
C  -0.384  0.841  0.515
H  0.936  -2.374  -0.483
H  -2.265  1.857  0.342
H  -0.163  1.171  1.501

E = -359.32455 a.u.
Relative energy (zero: lowest compared OMol25 entry of this formula, charge and spin) = 382.8 kJ/mol
F_max = 3.45 eV/Å
LUMO = -0.98 eV


2.
The following is a quantum chemistry calculation of a cluster of 2 separate species, C4H12N2O2 in total in a non-equilibrium geometry, from the OMol25 dataset.

Geometry (Å):
C  -0.046  0.168  1.372
N  0.326  1.458  0.753
C  -0.651  2.334  0.409
O  -1.836  2.110  0.570
C  -0.996  -0.710  0.560
C  -0.195  -1.178  -0.722
N  -1.526  -1.781  1.406
H  -0.555  0.304  2.331
H  0.868  -0.478  1.507
H  1.279  1.710  0.871
H  -0.501  3.154  -0.345
H  -1.800  -0.088  0.079
H  0.743  -1.656  -0.557
H  -0.763  -1.945  -1.248
H  0.015  -0.322  -1.353
H  -1.388  -2.689  1.035
H  -2.475  -1.511  1.577
H  3.522  -0.717  -3.495
H  4.435  -1.630  -2.608
O  3.880  -1.554  -3.397

E = -419.57291 a.u.
Relative energy (zero: lowest compared OMol25 entry of this formula, charge and spin) = 198.4 kJ/mol
F_max = 3.31 eV/Å
LUMO = 0.54 eV


For each record above, in turn, the calculated Kohn-Sham gap values are 0.309; 0.360 Eh.